# 1
Formula: C3H13NO4
Source: the OMol25 dataset
Level of theory: wB97M-V/def2-TZVPD

Structure (XYZ):
```
21
Properties=species:S:1:pos:R:3
C -0.74 -0.94 -0.19
C -0.98 0.51 -0.55
C -1.00 0.79 -2.04
O -0.17 0.17 -2.83
N 0.36 -1.17 0.81
H -0.41 -1.45 -1.10
H -1.62 -1.50 0.13
H -0.25 1.19 -0.07
H -1.89 0.91 -0.08
H -1.79 1.42 -2.47
H 1.21 -1.17 0.27
H 0.43 -0.30 1.34
H 0.33 2.62 1.18
H 0.03 3.13 2.58
O 0.56 2.48 2.11
H 1.33 -0.11 -2.23
H 2.77 -0.63 -2.54
O 2.29 -0.05 -1.93
H -0.11 -2.24 2.95
H -1.03 -1.06 3.11
O -0.81 -1.91 3.53
```

Summary:
largest force on an atom	1.8	eV/A
relative energy (zero: lowest compared OMol25 entry of this formula, charge and spin)	7.43	kcal/mol
net charge	-1
E_HOMO (spin up / spin down)	-0.0209 / -0.1502	hartree
LUMO energy (spin up / spin down)	3.245 / 3.227	eV
E_tot	-477.78714	Eh
spin multiplicity	2

Results of the Löwdin charge analysis, in e, for atoms 1 through 4: -0.274 -0.251 -0.395 -0.263

***

# 2
Formula: C3H13O3S
Source: the OMol25 dataset
Level of theory: wB97M-V/def2-TZVPD

Structure (XYZ):
```
20
Properties=species:S:1:pos:R:3
C -2.35 -1.91 -2.18
C -2.01 -0.35 -2.40
C -1.05 -0.02 -1.08
S 0.58 -0.73 -0.93
H -2.62 -2.55 -3.08
H -1.59 -2.41 -1.44
H -3.29 -1.88 -1.52
H -2.99 0.18 -2.44
H -1.52 -0.03 -3.33
H -1.12 1.11 -0.83
H -1.59 -0.49 -0.26
H 3.52 0.65 4.00
H 2.39 -0.05 3.20
O 3.40 -0.07 3.31
H 0.52 0.28 1.15
H 0.46 0.98 2.53
O 0.89 0.21 2.11
H 2.86 1.68 1.46
H 2.77 2.75 0.37
O 2.73 2.64 1.37
```

Summary:
largest force on an atom	3.0	eV/A
relative energy (zero: lowest compared OMol25 entry of this formula, charge and spin)	42.80	kcal/mol
net charge	-1
E_HOMO	-0.1038	hartree
LUMO energy	3.472	eV
E_tot	-746.00597	Eh

Results of the Löwdin charge analysis, in e, for atoms 1 through 4: -0.184 -0.291 -0.821 0.230

***

# 3
Formula: C3H13O4S
Source: the OMol25 dataset
Level of theory: wB97M-V/def2-TZVPD

Structure (XYZ):
```
21
Properties=species:S:1:pos:R:3
C -0.28 -0.30 -1.11
O -0.27 -0.60 0.20
C 1.21 -0.07 -1.65
C 2.01 0.53 -0.57
S 3.77 0.98 -1.13
H -0.95 0.53 -1.33
H -0.68 -1.18 -1.61
H 1.68 -0.98 -2.00
H 1.11 0.66 -2.50
H 2.28 -0.08 0.30
H 1.56 1.39 -0.07
H 3.27 1.65 -2.17
H 0.60 -1.89 1.03
H 1.79 -2.54 0.45
O 1.41 -2.36 1.31
H -2.18 1.09 0.89
H -1.48 -0.23 1.08
O -2.37 0.21 1.26
H -3.99 0.42 2.11
H -3.96 1.74 2.86
O -4.54 1.02 2.65
```

Summary:
largest force on an atom	3.2	eV/A
relative energy (zero: lowest compared OMol25 entry of this formula, charge and spin)	0.00	kcal/mol
E_HOMO (spin up / spin down)	-0.3599 / -0.3598	hartree
LUMO energy (spin up / spin down)	0.167 / -3.508	eV
E_tot	-821.13100	Eh
spin multiplicity	2

Results of the Löwdin charge analysis, in e, for atoms 1 through 4: -0.238 -0.025 -0.213 -0.559

***

# 4
Formula: C3H14BN3
Source: the OMol25 dataset
Level of theory: wB97M-V/def2-TZVPD

Structure (XYZ):
```
21
Properties=species:S:1:pos:R:3
B 0.61 -0.25 -0.18
C 1.93 -2.34 0.74
C 1.37 0.85 -1.11
C -2.02 0.41 0.23
N 0.81 -1.42 0.46
N 1.29 2.26 -0.57
N -3.42 -0.19 0.29
H 1.79 -2.83 1.70
H 1.88 -3.24 0.04
H 2.97 -1.97 0.70
H 0.81 0.80 -2.09
H 2.30 0.47 -1.44
H -2.08 1.18 -0.45
H -1.68 0.70 1.22
H -0.05 -1.73 0.86
H 1.52 2.30 0.42
H 1.90 2.83 -1.08
H 0.32 2.68 -0.63
H -4.04 0.27 -0.39
H -3.34 -1.20 -0.01
H -3.92 -0.11 1.17
```

Summary:
largest force on an atom	3.8	eV/A
relative energy (zero: lowest compared OMol25 entry of this formula, charge and spin)	90.89	kcal/mol
net charge	+2
E_HOMO	-0.5892	hartree
LUMO energy	-7.761	eV
E_tot	-311.10826	Eh

Results of the Löwdin charge analysis, in e, for atoms 1 through 4: -0.016 -0.031 -0.046 -0.070

***

# 5
Formula: C3H14N2O2
Source: the OMol25 dataset
Level of theory: wB97M-V/def2-TZVPD

Structure (XYZ):
```
21
Properties=species:S:1:pos:R:3
N 0.36 1.03 -3.84
C -0.64 0.82 -2.78
C -0.05 0.01 -1.60
C -0.18 0.73 -0.28
N -0.67 -0.36 0.58
H 1.04 1.78 -3.65
H -0.02 1.32 -4.76
H -1.37 1.60 -2.57
H -1.19 0.00 -3.24
H 1.00 -0.17 -1.81
H -0.49 -0.98 -1.60
H 0.81 1.02 0.05
H -0.84 1.60 -0.21
H -1.64 -0.75 0.38
H -0.74 -0.16 1.60
H 1.82 -1.14 3.75
H 3.27 -0.65 4.18
O 2.40 -0.30 3.78
H -0.74 -2.15 3.29
H -1.40 -1.24 4.45
O -0.74 -2.01 4.27
```

Summary:
largest force on an atom	2.9	eV/A
relative energy (zero: lowest compared OMol25 entry of this formula, charge and spin)	34.66	kcal/mol
net charge	-1
E_HOMO (spin up / spin down)	0.0339 / -0.1966	hartree
LUMO energy (spin up / spin down)	3.253 / 3.217	eV
E_tot	-382.59223	Eh
spin multiplicity	2

Results of the Löwdin charge analysis, in e, for atoms 1 through 4: -0.050 -0.292 -0.226 -0.344

***

# 6
Formula: C3H14N2O2
Source: the OMol25 dataset
Level of theory: wB97M-V/def2-TZVPD

Structure (XYZ):
```
21
Properties=species:S:1:pos:R:3
C -1.74 -0.55 1.36
C -0.96 -0.83 0.05
N 0.44 -1.17 0.24
C -1.09 0.37 -0.89
N -0.38 0.26 -2.17
H -2.53 0.17 1.22
H -2.21 -1.47 1.72
H -1.03 -0.25 2.11
H -1.42 -1.68 -0.45
H 0.97 -0.46 0.74
H 0.51 -2.06 0.73
H -0.74 1.26 -0.38
H -2.17 0.52 -1.04
H -0.80 -0.51 -2.68
H 0.53 -0.15 -1.94
O 4.96 -0.76 3.41
H 5.72 -1.07 3.91
H 4.66 0.05 3.84
O -1.26 2.80 -3.43
H -0.92 2.08 -2.87
H -0.54 3.44 -3.47
```

Summary:
largest force on an atom	1.0	eV/A
relative energy (zero: lowest compared OMol25 entry of this formula, charge and spin)	11.70	kcal/mol
E_HOMO	-0.3500	hartree
SMILES	C[C@H](N)CN.O.O
LUMO energy	0.773	eV
E_tot	-382.68113	Eh

Results of the Löwdin charge analysis, in e, for atoms 1 through 4: -0.059 -0.461 0.022 -0.270